ORCA calculation (the ωB97M-V functional and the def2-TZVPD basis) on an isolated molecule of C7H14O2 in a non-equilibrium geometry.

```
! wB97M-V def2-TZVPD RIJCOSX def2/J DEFGRID3
* xyz 0 1
C 1.1798 0.2721 -0.0510
C -1.5449 -0.8292 1.5135
C 1.8727 0.9344 1.1022
C 1.5020 -1.1753 -0.2505
C -0.9235 -0.1193 -2.1898
C -0.4036 0.6552 -1.0266
C -1.2120 1.2219 0.0127
O 0.9587 1.1091 -1.0911
O -0.9188 0.4188 1.4249
H -2.6369 -0.7365 1.5868
H -1.3253 -1.4674 0.6425
H -1.1904 -1.3420 2.4132
H 1.3610 1.8502 1.3823
H 1.9127 0.2822 1.9716
H 2.8993 1.1756 0.7957
H 1.0336 -1.6024 -1.1323
H 2.5803 -1.2642 -0.4091
H 1.2152 -1.7645 0.6224
H -0.3185 0.0318 -3.0878
H -1.9488 0.1821 -2.4128
H -0.9328 -1.2023 -2.0091
H -2.2819 1.1737 -0.1818
H -0.8778 2.1961 0.3741
*
```

As for the structure (SMILES): COC[C@@]1(C)OC1(C)C. The energy above the lowest of the compared OMol25 structures with the same formula, charge and spin is 96.7 kcal/mol. As for the HOMO energy: -0.27570 Ha. As for the largest force on an atom: 3.02 eV/A.

=====

ORCA calculation (the ωB97M-V functional and the def2-TZVPD basis) on an isolated molecule of C7H14O2Si.

```
! wB97M-V def2-TZVPD RIJCOSX def2/J DEFGRID3
* xyz 0 1
C -1.5751 -0.9377 0.0666
C -2.2576 -1.8295 -0.6115
C -0.6878 0.1948 0.0871
C -2.5065 1.7115 -0.1024
C 1.8303 0.4280 -1.6339
C 1.5372 -1.8455 0.5316
C 1.8732 1.2010 1.4339
O -1.3106 -0.5867 1.3354
O -1.1096 1.4738 -0.0595
Si 1.2174 -0.0120 0.1197
H -2.8486 -2.5795 -0.1182
H -2.2352 -1.8210 -1.6861
H -2.6268 2.7384 -0.4428
H -2.9484 1.6000 0.8926
H -3.0081 1.0242 -0.7918
H 2.9116 0.5120 -1.6642
H 1.5439 -0.3335 -2.3538
H 1.4169 1.3743 -1.9693
H 1.0124 -2.1290 1.4397
H 1.1764 -2.4934 -0.2636
H 2.5913 -2.0569 0.6830
H 2.7663 0.8299 1.9280
H 2.1143 2.1569 0.9809
H 1.1231 1.3798 2.1986
*
```

As for the structure (SMILES): C=C1O[C@@]1(OC)[Si](C)(C)C. The energy above the lowest of the compared OMol25 structures with the same formula, charge and spin is 73.0 kcal/mol. As for the HOMO energy: -0.33139 Ha. As for the largest force on an atom: 0.75 eV/A.

=====

ORCA calculation (the ωB97M-V functional and the def2-TZVPD basis) on an isolated molecule of C7H14O2Si in a non-equilibrium geometry.

```
! wB97M-V def2-TZVPD RIJCOSX def2/J DEFGRID3
* xyz 0 1
C -1.3675 0.9116 -1.8398
C -1.6696 1.0677 -0.5469
C 1.6885 -1.5879 -0.7376
C 2.2076 -0.5749 0.3445
C 0.4587 -2.3745 -0.1454
C 1.5131 0.7596 0.6534
C -2.5377 2.0813 0.0755
O -0.3536 -1.5212 0.6609
O -0.9245 0.3263 2.3461
Si -0.2898 0.0879 0.8484
H -0.5880 0.3977 -2.3149
H -2.0864 1.3522 -2.5526
H 1.4031 -1.0048 -1.6138
H 2.5054 -2.1848 -0.9972
H 2.2200 -1.2874 1.1278
H 3.2373 -0.2501 0.0567
H -0.1093 -2.7743 -0.9757
H 1.0038 -3.0427 0.6168
H 2.0388 1.0169 1.5883
H 1.5443 1.6053 0.0875
H -2.9027 2.8713 -0.7723
H -2.0488 2.5952 0.8569
H -3.3311 1.7219 0.6930
H -1.6115 -0.1923 2.5403
*
```

As for the structure (SMILES): C=C(C)[Si@]1(O)CCCCO1. The energy above the lowest of the compared OMol25 structures with the same formula, charge and spin is 46.3 kcal/mol. As for the HOMO energy: -0.31825 Ha. As for the largest force on an atom: 5.46 eV/A.

=====

ORCA calculation (the ωB97M-V functional and the def2-TZVPD basis) on an isolated molecule of C7H14O4S in a non-equilibrium geometry.

```
! wB97M-V def2-TZVPD RIJCOSX def2/J DEFGRID3
* xyz 0 1
C -2.5764 2.5713 2.0475
C -1.3714 2.2553 1.0185
C -0.2133 1.1258 -1.2337
C 0.4530 -0.1323 -0.5534
C 2.2808 -1.5003 -1.1611
C 1.2086 -2.3352 -0.6748
C -0.0462 -1.4835 -0.8164
H -3.2097 1.6194 1.8272
H -2.0992 2.5484 3.1135
H -3.0837 3.6695 1.8938
H -0.7586 3.1998 0.9578
H -0.6367 1.5596 1.5417
H -0.3458 0.7783 -2.2741
H 0.4699 1.9672 -1.2373
H 0.4842 0.1434 0.5258
H 2.3421 -1.4186 -2.3147
H 3.4357 -2.0037 0.3227
H 1.1004 -3.2026 -1.2852
H 0.4855 -2.0595 1.0206
H -0.2698 -1.5506 -1.8539
H -1.4331 -1.0703 0.5690
O 1.8145 -0.0852 -0.9225
O 3.5485 -1.7517 -0.5312
O 1.3434 -2.7072 0.5833
O -0.9948 -1.8432 0.0255
S -1.9277 1.7062 -0.5885
*
```

As for the structure (SMILES): CCSC[C@@H]1O[C@@H](O)[C@@H](O)[C@H]1O. The energy above the lowest of the compared OMol25 structures with the same formula, charge and spin is 78.0 kcal/mol. As for the HOMO energy: -0.33506 Ha. As for the largest force on an atom: 6.65 eV/A.

=====

ORCA calculation (the ωB97M-V functional and the def2-TZVPD basis) on an isolated molecule of C7H14OS in a non-equilibrium geometry.

```
! wB97M-V def2-TZVPD RIJCOSX def2/J DEFGRID3
* xyz 0 1
C -0.6535 0.0286 0.1059
C 0.1439 2.0955 -1.0234
C 0.6535 1.7395 1.5308
C 0.4357 -1.5763 -1.4219
C 0.1189 -2.0947 0.9358
C 0.4426 1.0702 0.1108
C -0.4866 -1.3873 -0.2671
O -3.2809 -0.4725 0.4099
S -2.3051 0.6345 0.3432
H -0.8228 2.7171 -0.9628
H 0.9583 2.8151 -0.9902
H 0.2382 1.6091 -2.0722
H -0.0883 2.6137 1.4185
H 1.5652 2.2728 1.6658
H 0.5070 1.0499 2.3643
H 0.2593 -2.4863 -1.9535
H 1.4993 -1.5750 -1.2456
H 0.2701 -0.7963 -2.1798
H 1.0749 -1.7239 1.3916
H -0.6072 -2.0355 1.7862
H 0.2687 -3.2264 0.8141
H 1.3035 0.6109 -0.4468
H -1.4948 -1.8828 -0.3135
*
```

The energy above the lowest of the compared OMol25 structures with the same formula, charge and spin is 56.1 kcal/mol. As for the HOMO energy (alpha / beta): -0.30704 / -0.30707 Ha. As for the largest force on an atom: 4.62 eV/A.

=====

ORCA calculation (the ωB97M-V functional and the def2-TZVPD basis) on an isolated molecule of C7H14S in a non-equilibrium geometry.

```
! wB97M-V def2-TZVPD RIJCOSX def2/J DEFGRID3
* xyz 0 1
C -0.5146 -1.0078 -1.4484
C 0.6073 0.9034 0.0722
C -1.0124 1.1044 -0.4212
C -1.4995 -0.3349 -0.6322
C 1.1894 2.2758 0.1425
C -1.8601 -1.0885 0.7496
C 1.8071 -1.3714 0.7595
S 1.0052 -0.4997 -0.7149
H -0.6921 -2.1251 -1.4108
H -1.4637 1.5778 0.4535
H -1.1841 1.8156 -1.3383
H -2.4854 -0.4132 -1.1058
H 0.7511 2.8397 -0.6286
H 2.3006 2.3092 0.0794
H 0.8958 2.7905 1.0101
H -0.9031 -1.2017 1.3422
H -2.4290 -1.9782 0.6450
H -2.4295 -0.3027 1.2680
H 2.7639 -1.5961 0.4537
H 1.8029 -0.7741 1.7619
H 1.2001 -2.2285 0.7668
H 2.1502 -0.6946 -1.8043
*
```

As for the structure (SMILES): CC1=[S@@H](C)=C[C@@H](C)C1. The energy above the lowest of the compared OMol25 structures with the same formula, charge and spin is 175.7 kcal/mol. As for the HOMO energy: -0.26079 Ha. As for the largest force on an atom: 4.81 eV/A.

=====

Look up the largest force on an atom of the second one. 0.75 eV/A